# 1
An isolated molecule of C3H5NO2, computed with ωB97M-V/def2-TZVPD.

```
11
Properties=species:S:1:pos:R:3:forces:R:3:lowdin_charge:R:1
C -0.84757 -0.77436 0.15212 4.325 0.757 -2.227 -0.634
C -0.53307 0.56642 -0.45129 1.566 3.548 -1.294 -0.212
C 0.63937 1.39979 0.18718 -1.108 0.319 -2.078 -0.042
H 0.19444 -2.73896 0.58096 -0.628 4.151 -0.834 0.185
H 1.24165 -1.26462 0.02364 -4.063 -1.315 0.778 0.169
H -1.43012 0.95131 -1.00439 0.420 0.014 1.829 0.158
H 0.58027 2.61915 0.40364 0.218 -3.774 -0.369 0.158
H 1.40443 0.64914 0.74017 -1.687 2.459 -1.197 0.124
N 0.18793 -1.63002 0.30538 4.692 -2.985 0.116 0.108
O -1.97636 -0.87450 0.39451 -4.629 -1.705 1.707 0.118
O 0.53903 1.09665 -1.33193 0.895 -1.469 3.570 -0.133
```
Forces are in eV/Å.

The value obtained for the HOMO energy is -9.90 eV. Its SMILES is NC(=O)[C@H]1CO1. As for the spin multiplicity: 1. The LUMO energy comes out at 0.63 eV. The value obtained for the energy above the lowest of the compared OMol25 structures with the same formula, charge and spin is 93.6 kcal/mol. Its electronic energy is -8773.6360 eV.

=====

# 2
A structure of composition C12H8NO3PdS2, computed with ωB97M-V/def2-TZVPD.

```
27
Properties=species:S:1:pos:R:3:forces:R:3:lowdin_spin:R:1
Pd -0.27241 0.69575 -1.08271 -0.190 0.104 -0.325 0.905
O -1.97677 -1.90955 -3.51416 0.102 -0.221 -0.766 0.071
C -1.17636 -1.80469 -2.58570 0.711 0.827 2.041 0.059
O -0.18196 -0.94016 -2.50366 -0.799 -0.585 -0.780 0.088
C -1.34930 -2.65779 -1.34306 -0.090 -0.292 -1.254 0.246
C -1.75039 -3.98747 -1.47121 -1.447 -0.472 -1.934 0.022
C -1.87554 -4.92245 -0.45431 -0.249 0.146 -2.462 0.218
C -1.49674 -4.49972 0.82259 0.241 -0.711 2.165 0.180
C -1.08156 -3.19405 1.03900 0.040 -0.614 -0.464 0.097
C -1.03686 -2.25310 0.00057 0.645 0.645 1.720 0.266
S -0.92561 -0.59598 0.55797 -0.377 -1.125 0.309 0.646
H -2.12250 -4.28392 -2.49953 0.670 0.337 1.081 -0.002
H -2.21195 -5.92738 -0.77225 0.216 0.522 0.719 0.019
H -1.58069 -5.23962 1.62327 0.303 0.402 0.179 0.020
H -0.71430 -2.91930 2.02295 -0.318 0.191 0.077 0.004
O -0.56787 2.39576 0.50407 -0.606 -0.259 -0.253 0.066
N 0.52917 3.03442 0.65013 0.597 0.661 -0.443 0.013
C 0.75506 3.63076 1.84336 0.394 0.564 0.701 0.003
C 1.91517 4.34723 2.18088 -1.381 -2.074 -3.424 0.007
C 2.89469 4.45556 1.19418 1.021 0.411 0.246 0.006
C 2.60700 3.88944 -0.02130 0.394 -0.701 -2.736 0.005
C 1.44962 3.16086 -0.44204 0.110 0.975 3.858 0.021
S 1.19302 2.40583 -1.88710 0.195 0.046 -1.344 0.036
H -0.05537 3.54336 2.60039 0.579 -0.204 -0.994 0.001
H 1.83683 4.74091 3.10172 0.626 1.536 3.085 0.001
H 3.91592 4.92110 1.34207 -1.468 -0.422 -0.064 0.000
H 3.27971 3.91419 -0.90613 0.085 0.314 1.061 0.001
```
Forces are in eV/Å.

The value obtained for the HOMO energy (spin up / spin down) is 2.86 / -1.21 eV. The total charge is -2. As for the spin multiplicity: 4. The LUMO energy (spin up / spin down) comes out at 4.77 / 4.74 eV. The value obtained for the energy above the lowest of the compared OMol25 structures with the same formula, charge and spin is 15.1 kcal/mol. Its electronic energy is -45352.9037 eV.

=====

# 3
A cluster of 3 separate species, C4H13NO3 in total, computed with ωB97M-V/def2-TZVPD.

```
21
Properties=species:S:1:pos:R:3:forces:R:3:lowdin_charge:R:1
C -1.53852 0.91651 0.33805 -2.847 0.218 0.562 -0.164
C -0.31389 0.07350 0.18485 1.712 1.660 -2.291 -0.265
C 0.80865 -0.12723 1.24688 0.298 2.261 -3.804 -0.115
C 1.80325 -1.03991 0.52942 1.263 -1.383 1.280 -0.508
N 2.18827 -2.05714 1.42147 -4.570 6.327 0.186 0.193
O 2.32254 -0.87660 -0.56577 -0.881 0.041 1.328 0.053
H -2.15140 0.90654 -0.61989 1.047 0.131 0.825 0.094
H -1.40224 1.96274 0.62702 0.304 -0.125 -0.024 0.046
H -2.32942 0.55212 1.05790 1.044 0.019 -0.273 0.086
H -0.67348 -0.93310 -0.07006 0.427 0.374 -0.756 0.093
H 0.28841 0.73831 -0.75753 -1.555 -2.854 2.241 0.180
H 1.42179 0.81534 1.18325 -0.770 -0.538 1.148 0.139
H 0.45959 -0.42977 2.19888 0.015 -0.276 0.967 0.096
H 1.50925 -2.28073 2.08930 -0.569 -0.539 1.056 0.078
H 2.78467 -2.66306 1.15379 5.039 -5.406 -2.335 0.013
H -0.81781 -2.14138 -3.03274 2.354 -0.360 -2.850 -0.012
H -1.93860 -1.40491 -2.49202 -0.198 0.001 0.279 0.043
O -1.33075 -2.12194 -2.28683 -2.177 0.341 2.577 -0.014
H -1.09748 3.46501 -0.61911 1.061 1.381 -0.926 0.042
H 0.19983 2.88970 -0.63398 0.400 1.528 -0.834 0.027
O -0.19266 3.75598 -0.95287 -1.397 -2.803 1.642 -0.104
```
Forces are in eV/Å.

The value obtained for the HOMO energy is -10.00 eV. Its SMILES is CCCC(N)=O.O.O. As for the spin multiplicity: 1. The LUMO energy comes out at 0.59 eV. The value obtained for the energy above the lowest of the compared OMol25 structures with the same formula, charge and spin is 58.4 kcal/mol. Its electronic energy is -11989.9407 eV.